Entry from the Open Molecules 2025 dataset: a molecular structure, C50H60As2N5PPtS in a non-equilibrium geometry (wB97M-V/def2-TZVPD).

The geometry in ORCA input format:
```
! wB97M-V def2-TZVPD RIJCOSX def2/J DEFGRID3
* xyz 0 1
Pt -1.01 -1.62 -0.23
C -3.36 1.11 1.60
C -4.19 0.37 0.88
As -3.33 1.11 -2.13
C -2.57 0.60 -3.85
C -2.95 1.20 -5.04
C -2.47 0.73 -6.25
C -1.62 -0.36 -6.28
C -1.24 -0.97 -5.10
C -1.72 -0.50 -3.89
C -3.92 2.94 -2.57
C -3.23 3.88 -3.33
C -3.86 5.05 -3.74
C -5.18 5.29 -3.39
C -5.86 4.39 -2.59
C -5.23 3.22 -2.19
As -1.23 1.18 -0.86
C -1.12 3.07 -0.32
C 0.14 3.64 -0.13
C 0.27 4.98 0.17
C -0.86 5.78 0.30
C -2.12 5.21 0.16
C -2.25 3.86 -0.12
C 0.20 1.25 -2.18
C 0.98 0.12 -2.37
C 2.05 0.14 -3.25
C 2.35 1.29 -3.95
C 1.57 2.42 -3.78
C 0.50 2.40 -2.89
H -2.38 0.75 1.85
H -3.64 2.07 2.00
H -5.19 0.70 0.63
H -3.88 -0.61 0.53
H -3.65 2.03 -5.03
H -2.78 1.20 -7.17
H -1.26 -0.74 -7.23
H -0.58 -1.83 -5.12
H -1.44 -1.00 -2.97
H -2.21 3.70 -3.63
H -3.32 5.76 -4.35
H -5.68 6.18 -3.74
H -6.88 4.58 -2.30
H -5.75 2.50 -1.58
H 1.02 3.02 -0.24
H 1.25 5.41 0.29
H -0.76 6.83 0.51
H -3.00 5.82 0.27
H -3.23 3.42 -0.22
H 0.73 -0.79 -1.80
H 2.65 -0.75 -3.39
H 3.17 1.31 -4.65
H 1.78 3.32 -4.34
H -0.09 3.30 -2.75
S -3.35 -4.85 -2.43
C -4.28 -3.41 -2.48
C -3.69 -2.38 -1.83
C -2.42 -2.68 -1.25
C -2.13 -4.01 -1.49
C -1.04 -4.72 -0.90
C -0.90 -6.12 -0.96
C 0.10 -6.73 -0.24
C 0.94 -5.95 0.55
C 0.77 -4.58 0.52
N -0.17 -3.98 -0.19
H -5.22 -3.41 -3.00
H -4.18 -1.42 -1.74
H -1.59 -6.68 -1.58
H 0.23 -7.80 -0.30
H 1.71 -6.40 1.15
H 1.41 -3.92 1.08
N 0.33 -0.74 0.94
P 1.59 -0.71 1.83
N 3.12 -0.61 1.07
C 3.40 -1.71 0.16
C 4.91 -1.79 -0.09
C 5.37 -0.48 -0.72
C 4.99 0.67 0.21
C 3.48 0.66 0.47
N 1.61 0.66 2.80
C 2.54 0.87 3.89
C 1.85 0.79 5.25
C 0.64 1.72 5.30
C -0.29 1.44 4.12
C 0.49 1.57 2.81
N 1.84 -2.07 2.81
C 3.09 -2.67 3.23
C 3.13 -2.85 4.75
C 1.98 -3.74 5.24
C 0.88 -3.88 4.18
C 0.64 -2.54 3.50
H 2.88 -1.57 -0.80
H 3.04 -2.63 0.60
H 5.13 -2.64 -0.74
H 5.42 -1.94 0.86
H 4.87 -0.34 -1.68
H 6.45 -0.49 -0.88
H 5.28 1.63 -0.22
H 5.50 0.56 1.17
H 2.94 0.82 -0.48
H 3.20 1.46 1.15
H 3.00 1.86 3.78
H 3.32 0.12 3.81
H 2.56 1.07 6.03
H 1.52 -0.23 5.44
H 0.99 2.76 5.25
H 0.11 1.59 6.24
H -1.13 2.14 4.13
H -0.68 0.43 4.18
H 0.86 2.60 2.70
H -0.14 1.33 1.95
H 3.90 -2.02 2.91
H 3.23 -3.64 2.74
H 3.08 -1.87 5.22
H 4.10 -3.29 5.01
H 1.55 -3.30 6.15
H 2.35 -4.73 5.51
H -0.04 -4.21 4.64
H 1.17 -4.62 3.44
H 0.32 -1.81 4.26
H -0.17 -2.61 2.76
*
```

As for the electronic energy: -7545.41999 Ha. The value obtained for the energy above the lowest of the compared OMol25 structures with the same formula, charge and spin is 59.0 kcal per mole. The LUMO energy (spin up / spin down) comes out at -0.683 / -0.683 eV. The value obtained for the HOMO energy (spin up / spin down) is -6.7660 / -6.7663 eV.

---

Entry from the Open Molecules 2025 dataset: a molecular structure, C50H60BaFN7O3S in a non-equilibrium geometry (wB97M-V/def2-TZVPD).

The geometry in ORCA input format:
```
! wB97M-V def2-TZVPD RIJCOSX def2/J DEFGRID3
* xyz -2 1
Ba -0.21 -0.22 -0.55
C 0.98 -3.04 2.63
C 1.59 -3.02 1.22
C 1.34 -4.34 0.49
C 3.06 -2.66 1.22
C 3.96 -3.54 1.79
C 5.34 -3.33 1.76
C 5.79 -2.23 1.03
C 4.93 -1.32 0.44
C 5.50 -0.32 -0.56
C 6.13 -1.06 -1.75
C 6.52 0.64 0.05
C 3.51 -1.43 0.64
N 2.63 -0.44 0.31
C 3.15 0.86 0.47
C 2.72 2.04 -0.01
N 1.65 2.27 -0.89
C 1.52 3.53 -1.41
C 1.03 3.62 -2.77
C 1.04 4.81 -3.48
C 1.49 6.00 -2.91
C 1.86 5.95 -1.57
C 1.84 4.79 -0.79
C 2.01 5.08 0.71
C 3.46 5.26 1.20
C 1.24 4.15 1.64
C 0.61 2.35 -3.44
C 1.81 1.56 -3.97
C -0.44 2.53 -4.54
H -0.10 -3.24 2.59
H 1.13 -2.08 3.13
H 1.45 -3.82 3.24
H 1.08 -2.25 0.66
H 1.79 -5.18 1.03
H 1.77 -4.32 -0.52
H 0.26 -4.53 0.39
H 3.57 -4.44 2.28
H 6.03 -4.01 2.24
H 6.87 -2.10 0.90
H 4.68 0.28 -0.95
H 6.99 -1.65 -1.45
H 6.46 -0.35 -2.52
H 5.40 -1.74 -2.21
H 7.40 0.10 0.41
H 6.09 1.19 0.89
H 6.86 1.38 -0.69
H 4.01 0.95 1.13
H 3.35 2.88 0.25
H 0.69 4.82 -4.51
H 1.52 6.93 -3.47
H 2.13 6.89 -1.08
H 1.56 6.07 0.83
H 3.98 4.30 1.30
H 3.47 5.75 2.18
H 4.03 5.88 0.49
H 1.72 3.19 1.76
H 0.23 3.98 1.26
H 1.16 4.60 2.64
H 0.16 1.74 -2.67
H 2.31 2.13 -4.76
H 1.50 0.59 -4.38
H 2.52 1.38 -3.15
H 0.00 2.96 -5.45
H -1.26 3.18 -4.21
H -0.86 1.55 -4.82
C -2.06 -1.10 7.03
C -2.34 -1.23 5.55
C -1.51 -0.61 4.63
C -1.77 -0.67 3.27
C -2.88 -1.38 2.82
C -3.72 -2.03 3.73
C -3.45 -1.95 5.08
S -3.37 -1.38 1.14
O -4.25 -2.52 0.95
O -3.98 -0.08 0.88
N -1.98 -1.51 0.33
C -1.98 -2.19 -0.89
C -3.16 -2.49 -1.64
C -3.06 -3.29 -2.75
C -1.80 -3.72 -3.19
C -0.71 -3.29 -2.47
N -0.77 -2.56 -1.34
H -1.13 -0.55 7.20
H -1.98 -2.08 7.50
H -2.87 -0.56 7.53
H -0.63 -0.06 4.96
H -1.07 -0.18 2.60
H -4.57 -2.60 3.36
H -4.10 -2.45 5.79
H -4.12 -2.10 -1.32
H -3.95 -3.57 -3.29
H -1.68 -4.35 -4.05
H 0.29 -3.55 -2.80
C -3.06 -0.46 -4.73
N -3.17 0.21 -3.43
C -4.33 0.77 -3.05
C -4.44 1.50 -1.93
C -3.25 1.67 -1.14
N -2.14 1.05 -1.46
C -2.06 0.29 -2.58
O -1.02 -0.29 -2.91
N -3.22 2.53 -0.13
H -3.32 0.23 -5.52
H -3.72 -1.33 -4.77
H -2.04 -0.80 -4.85
H -5.17 0.59 -3.71
H -5.38 1.95 -1.64
H -4.10 2.64 0.36
H -2.44 2.42 0.51
F 0.01 2.02 8.63
C 0.24 1.79 7.28
C 1.16 0.84 6.88
C 1.40 0.61 5.54
C 0.73 1.33 4.48
C 0.92 1.07 3.13
C -0.21 2.32 4.97
C -0.44 2.53 6.33
H 1.68 0.26 7.65
H 2.11 -0.16 5.25
H 0.38 1.64 2.38
H 1.64 0.33 2.78
H -0.77 2.91 4.24
H -1.16 3.28 6.66
*
```

As for the electronic energy: -3073.87249 Ha. The value obtained for the energy above the lowest of the compared OMol25 structures with the same formula, charge and spin is 85.3 kcal per mole. The LUMO energy comes out at 3.126 eV. The value obtained for the HOMO energy is 0.1643 eV.

---

Entry from the Open Molecules 2025 dataset: a molecular structure, C50H60N5ORuS2SiTe in a non-equilibrium geometry (wB97M-V/def2-TZVPD).

The geometry in ORCA input format:
```
! wB97M-V def2-TZVPD RIJCOSX def2/J DEFGRID3
* xyz -1 1
Ru -1.74 -1.47 -0.66
C 2.29 -1.40 -0.54
N 1.50 -2.62 -0.46
C 1.89 -3.37 0.73
C 1.08 -4.59 1.11
N -0.23 -4.39 1.72
C -0.94 -5.65 1.80
C -0.27 -3.60 2.90
C -0.15 -4.21 4.15
C -0.22 -3.48 5.33
C -0.42 -2.11 5.26
C -0.55 -1.49 4.02
C -0.50 -2.22 2.83
S -0.63 -1.23 1.36
C 1.39 -3.35 -1.67
C 2.49 -3.47 -2.52
C 2.40 -4.14 -3.74
C 1.19 -4.70 -4.11
C 0.09 -4.58 -3.28
C 0.15 -3.91 -2.06
S -1.32 -3.83 -1.09
H 3.38 -1.58 -0.50
H 2.02 -0.76 0.29
H 2.06 -0.87 -1.47
H 1.91 -2.66 1.56
H 2.93 -3.73 0.60
H 1.72 -5.18 1.79
H 0.92 -5.21 0.22
H -1.88 -5.51 2.34
H -0.36 -6.45 2.30
H -1.16 -5.98 0.79
H 0.01 -5.28 4.20
H -0.13 -3.98 6.29
H -0.48 -1.51 6.16
H -0.72 -0.43 3.96
H 3.43 -3.03 -2.22
H 3.27 -4.21 -4.38
H 1.10 -5.22 -5.06
H -0.87 -4.99 -3.58
C -4.51 -2.82 1.05
C -4.60 -2.66 -0.44
C -5.71 -3.02 -1.19
C -5.69 -2.82 -2.57
C -4.59 -2.29 -3.21
C -3.49 -1.96 -2.41
N -3.55 -2.15 -1.07
N -2.28 -1.44 -2.64
Si -1.56 -0.72 -4.04
C -1.60 -1.91 -5.50
C -2.47 0.85 -4.53
C 0.22 -0.36 -3.63
H -5.43 -2.47 1.53
H -3.67 -2.26 1.44
H -4.37 -3.88 1.30
H -6.58 -3.43 -0.69
H -6.56 -3.09 -3.15
H -4.57 -2.13 -4.28
H -2.61 -2.25 -5.75
H -1.00 -2.79 -5.28
H -1.18 -1.42 -6.39
H -3.42 0.62 -5.03
H -1.87 1.44 -5.22
H -2.69 1.45 -3.65
H 0.75 -1.29 -3.43
H 0.28 0.28 -2.75
H 0.71 0.15 -4.47
C 7.17 1.12 1.32
C 5.71 1.34 1.02
C 4.76 1.36 2.02
C 3.41 1.56 1.76
C 2.44 1.52 2.92
C 3.00 1.78 0.44
Te 0.94 2.06 -0.02
N -1.65 0.51 -0.92
C -2.79 1.09 -0.52
O -3.79 0.47 -0.11
C -2.87 2.59 -0.60
C -2.01 3.33 -1.41
C -2.06 4.71 -1.41
C -2.98 5.38 -0.62
C -3.87 4.65 0.16
C -3.82 3.27 0.17
C 0.62 3.70 1.29
C -0.28 3.57 2.36
C -1.01 2.30 2.71
C -0.50 4.67 3.19
C 0.16 5.88 3.00
C -0.11 7.06 3.89
C 1.06 5.98 1.95
C 1.30 4.92 1.08
C 2.25 5.12 -0.06
C 3.94 1.73 -0.60
C 3.55 1.91 -2.04
C 5.28 1.51 -0.29
H 7.31 0.80 2.35
H 7.74 2.04 1.18
H 7.60 0.36 0.67
H 5.07 1.18 3.05
H 2.85 0.92 3.73
H 1.48 1.09 2.62
H 2.24 2.53 3.30
H -1.29 2.80 -2.02
H -1.37 5.27 -2.03
H -3.02 6.46 -0.62
H -4.60 5.17 0.77
H -4.50 2.68 0.77
H -0.78 1.46 2.07
H -2.09 2.47 2.68
H -0.77 2.01 3.74
H -1.20 4.57 4.01
H -0.52 6.74 4.85
H -0.84 7.74 3.43
H 0.79 7.63 4.08
H 1.58 6.91 1.78
H 2.46 6.18 -0.20
H 1.84 4.72 -0.98
H 3.20 4.61 0.11
H 2.80 1.19 -2.36
H 4.42 1.80 -2.69
H 3.12 2.90 -2.21
H 6.00 1.47 -1.10
*
```

As for the electronic energy: -3739.17557 Ha. The LUMO energy (spin up / spin down) comes out at 1.365 / 1.436 eV. The value obtained for the HOMO energy (spin up / spin down) is -4.4338 / -4.5016 eV.

---

Entry from the Open Molecules 2025 dataset: a molecular structure, C50H64BrN4O4SSe3Ti (wB97M-V/def2-TZVPD).

The geometry in ORCA input format:
```
! wB97M-V def2-TZVPD RIJCOSX def2/J DEFGRID3
* xyz -1 1
Ti -1.07 0.47 0.40
C 3.28 3.96 5.77
C 3.82 3.67 4.36
C 4.90 2.59 4.47
C 4.47 4.93 3.78
C 2.67 3.23 3.46
C 2.60 1.98 2.87
C 1.52 1.66 2.07
Se 1.41 -0.07 1.25
C 0.64 -1.00 2.77
C 1.46 -1.65 3.66
C 0.93 -2.32 4.76
C -0.45 -2.32 4.88
C -1.33 -1.68 3.99
C -0.75 -0.99 2.92
O -1.47 -0.28 2.03
C -2.83 -1.87 4.22
C -3.19 -1.47 5.66
C -3.75 -1.07 3.29
C -3.16 -3.36 4.01
C 1.86 -2.99 5.76
C 2.74 -4.02 5.03
C 2.75 -1.93 6.41
C 1.09 -3.72 6.86
C 0.48 2.55 1.81
O -0.53 2.13 1.04
C 0.54 3.84 2.37
C 1.62 4.11 3.19
C -0.48 4.96 2.13
C 0.26 6.19 1.59
C -1.16 5.30 3.46
C -1.58 4.63 1.11
H 4.10 4.28 6.42
H 2.53 4.75 5.75
H 2.82 3.07 6.19
H 5.71 2.95 5.09
H 4.51 1.67 4.92
H 5.31 2.34 3.49
H 5.31 5.25 4.41
H 4.84 4.75 2.77
H 3.76 5.76 3.73
H 3.38 1.25 3.00
H 2.54 -1.62 3.49
H -0.90 -2.86 5.70
H -2.92 -0.42 5.85
H -4.26 -1.57 5.82
H -2.68 -2.08 6.41
H -3.58 0.00 3.38
H -3.60 -1.36 2.25
H -4.78 -1.28 3.57
H -2.60 -4.00 4.70
H -4.22 -3.54 4.17
H -2.90 -3.65 2.99
H 3.36 -3.55 4.27
H 3.40 -4.52 5.74
H 2.13 -4.78 4.54
H 3.35 -1.40 5.66
H 2.15 -1.19 6.94
H 3.44 -2.39 7.12
H 0.46 -4.51 6.46
H 1.80 -4.19 7.55
H 0.47 -3.03 7.44
H 1.67 5.10 3.63
H 1.00 6.57 2.31
H 0.78 5.95 0.66
H -0.46 7.00 1.40
H -0.44 5.64 4.21
H -1.89 6.10 3.31
H -1.68 4.43 3.87
H -1.15 4.39 0.13
H -2.20 3.79 1.43
H -2.22 5.51 1.01
Se -0.50 1.47 -2.03
Se 2.06 4.05 -0.92
C 3.01 2.56 -1.57
C 3.88 2.69 -2.68
C 4.58 1.61 -3.15
C 4.44 0.37 -2.51
C 3.57 0.31 -1.44
N 2.87 1.35 -0.97
C -2.21 2.02 -1.57
C -3.01 2.92 -2.30
C -4.28 3.21 -1.86
C -4.77 2.63 -0.67
C -3.95 1.78 0.02
N -2.71 1.49 -0.42
H 3.96 3.66 -3.15
H 5.24 1.72 -4.00
H 4.97 -0.51 -2.84
H 3.41 -0.63 -0.93
H -2.60 3.37 -3.19
H -4.89 3.91 -2.41
H -5.77 2.84 -0.31
H -4.25 1.31 0.94
Br -6.85 -3.36 -4.29
C -5.42 -2.99 -3.09
C -4.72 -1.81 -3.22
C -3.68 -1.55 -2.34
C -3.37 -2.46 -1.33
C -4.09 -3.64 -1.22
C -5.12 -3.92 -2.10
C -2.27 -2.16 -0.34
O -2.11 -2.86 0.64
O -1.58 -1.09 -0.65
H -4.97 -1.11 -4.00
H -3.09 -0.65 -2.43
H -3.83 -4.33 -0.42
H -5.68 -4.84 -2.02
C 0.88 -4.42 1.29
N 1.46 -5.03 0.10
C 1.12 -6.43 -0.07
C 1.74 -4.24 -0.98
S 1.26 -2.65 -1.07
N 2.43 -4.87 -2.00
C 3.59 -5.68 -1.65
C 2.60 -4.15 -3.25
H 0.93 -5.15 2.10
H -0.16 -4.12 1.12
H 1.44 -3.53 1.57
H 0.06 -6.58 0.18
H 1.72 -7.07 0.59
H 1.28 -6.74 -1.10
H 3.56 -5.97 -0.61
H 4.51 -5.11 -1.83
H 3.62 -6.59 -2.27
H 1.65 -3.73 -3.57
H 2.97 -4.86 -3.99
H 3.31 -3.32 -3.15
*
```

As for the electronic energy: -13489.87934 Ha. The value obtained for the energy above the lowest of the compared OMol25 structures with the same formula, charge and spin is 41.3 kcal per mole. The LUMO energy comes out at 1.923 eV. The value obtained for the HOMO energy is -3.1469 eV.